No. 1
Entry from the OMol25 dataset: a cluster of 2 separate species, C3H9NO in total in a non-equilibrium geometry (wB97M-V/def2-TZVPD).

The geometry in XYZ format:
```
14
Properties=species:S:1:pos:R:3
O 0.25184 1.17677 -0.00930
N -2.12526 -0.09002 1.22998
C 0.44833 0.19814 -1.01517
C -1.34395 -0.73161 1.98616
C 1.90084 0.19906 -1.41723
H -3.06429 -0.04822 1.61668
H -1.66747 -1.19473 2.92575
H 0.07596 -0.77073 -0.65345
H -0.69126 1.26586 0.17775
H -0.21255 0.38868 -1.86377
H 2.07927 -0.65202 -2.08031
H -0.31889 -0.91385 1.68173
H 2.10420 1.08967 -2.00773
H 2.56322 0.08301 -0.57107
```

SMILES	C=N.CCO
orbital gap	10.8	eV
molecular weight	75.1	g/mol
electronic energy	-249.654793	hartree
F_max	1.04	eV/A

Atom charges from the Mulliken analysis, given in e for atoms 1 to 4: atom 1 (O): -0.55, atom 2 (N): -0.47, atom 3 (C): -0.08, atom 4 (C): -0.17

---

No. 2
Entry from the OMol25 dataset: a cluster of 2 separate species, C12H17N in total in a non-equilibrium geometry (wB97M-V/def2-TZVPD).

The geometry in XYZ format:
```
30
Properties=species:S:1:pos:R:3
N -1.42599 0.98276 0.52709
C 2.29219 0.86649 -0.22588
C -1.33518 0.92596 -0.89402
C -1.27708 -1.92987 3.41203
C -0.05124 1.23273 0.87930
C 0.31714 0.74355 -2.68999
C -2.41776 0.90010 -1.77354
C 2.79158 -0.48799 -0.66577
C -2.04958 0.89771 -3.11244
C 0.83607 1.03105 -0.20040
C -0.05220 0.83391 -1.33504
C -0.72299 0.72901 -3.58905
C 0.18511 -1.74846 2.91581
H -2.87472 0.90833 -3.85659
H -2.04111 -1.99733 2.62204
H 0.33232 -0.74051 2.50340
H 2.41234 -0.78748 -1.66492
H 0.33039 -2.49208 2.13852
H -2.15491 1.54188 0.93014
H 2.72168 1.04913 0.75182
H 0.74933 -1.92562 3.82878
H -0.57927 0.45304 -4.62567
H -1.42287 -2.54848 4.29374
H 2.78856 1.73706 -0.68279
H 1.37763 0.67610 -3.01629
H 3.83526 -0.74666 -0.73496
H 2.34366 -1.30404 -0.05619
H 0.21653 1.35743 1.89700
H -3.46497 0.92928 -1.57702
H -1.65993 -1.08697 4.00090
```

net charge	+1
multiplicity	2
orbital gap (spin up / spin down)	9.5 / 6.2	eV
molecular weight	175.3	g/mol
electronic energy	-521.881094	hartree
F_max	4.74	eV/A

Atom charges from the Mulliken analysis, given in e for atoms 1 to 4: atom 1 (N): -0.10, atom 2 (C): -0.88, atom 3 (C): 0.00, atom 4 (C): -1.09

---

No. 3
Entry from the OMol25 dataset: a structure of composition C42H40O2PtSb2 in a non-equilibrium geometry (wB97M-V/def2-TZVPD).

The geometry in XYZ format:
```
87
Properties=species:S:1:pos:R:3
Pt 0.00599 0.00346 0.23606
Sb 2.59080 -0.14759 -0.33768
Sb 0.38037 2.72405 -0.08297
O -0.52914 1.08323 2.26608
O -2.29454 0.63796 0.24288
C 3.20037 2.21720 1.40487
C 0.26471 -5.71472 -0.34987
C 2.85643 -2.16999 -1.04643
C 4.06767 -2.84980 -1.20420
C 4.62080 0.35811 -0.85072
C -1.16043 5.16986 0.91123
C -0.23078 5.52281 -1.28777
C 4.14632 -3.96649 -2.03254
C 7.31133 0.89637 -1.34117
C 6.94177 0.13580 -0.23551
C 1.03474 -3.85051 0.96450
C 1.33314 2.82187 -2.03030
C 1.80762 -3.75889 -2.54816
C -1.18603 0.22904 4.35603
C -2.80364 0.34870 2.54230
C 1.54611 1.75801 -4.20361
C -0.87854 -4.99349 -0.68055
C 0.91082 1.87711 -2.97276
C -0.40292 4.70734 -0.17022
C -4.53694 0.07492 0.69114
C -3.12457 0.39698 1.13470
C -0.79194 6.79685 -1.31201
C 4.99252 1.10109 -1.96871
C 3.02493 3.56120 -3.60982
C -2.17567 -0.16270 5.21925
C -1.46558 0.57423 2.99995
C 2.89516 0.71038 1.65153
C 1.73429 -2.62980 -1.74143
C 5.59843 -0.13086 0.01196
C -3.51651 -0.25811 4.78901
C -0.10866 -3.11848 0.65350
C 3.01771 -4.42383 -2.70091
C -1.05900 -3.70790 -0.18188
C 1.22368 -5.13507 0.47154
C -3.80171 -0.02466 3.47541
C 2.38650 3.67482 -2.37466
C -1.72461 6.43976 0.87945
C 2.00190 3.17919 1.27172
C 2.62003 2.59037 -4.51434
C 6.33838 1.37273 -2.20879
C -0.34564 -1.76640 1.23558
C -1.53855 7.25460 -0.23212
H 3.80210 2.55599 2.25186
H 0.33550 5.17147 -2.14206
H -1.98572 8.24186 -0.26192
H 5.10042 -4.46345 -2.17359
H -1.63684 -5.43927 -1.31578
H -1.94955 -3.13868 -0.44213
H 1.21233 1.01326 -4.91635
H 5.32154 -0.72818 0.87461
H 0.79802 -2.09788 -1.64690
H -4.30199 -0.51830 5.48860
H 1.49706 3.27250 2.23736
H 4.96091 -2.51272 -0.69569
H -2.31890 6.79014 1.71505
H 2.34506 4.17133 0.97866
H 6.62343 1.95846 -3.07661
H 3.83356 2.34616 0.52376
H -1.41136 -1.62187 1.42836
H -4.82661 -0.12920 3.13592
H 3.71744 0.24608 2.19420
H 1.78860 -3.40220 1.60709
H 0.09074 1.21777 -2.73271
H 0.21654 -1.63581 2.15990
H -0.15763 0.33580 4.68670
H 0.92386 -4.10610 -3.07088
H 8.35767 1.11661 -1.52351
H 3.08614 -5.28625 -3.35574
H 4.23984 1.46622 -2.65180
H 2.11995 -5.68852 0.72884
H -4.57272 0.13878 -0.39230
H 2.72125 4.43400 -1.67183
H 1.97276 0.58169 2.21692
H -4.81409 -0.93648 0.99829
H 7.69802 -0.25386 0.43720
H 3.14450 2.47281 -5.45643
H -1.92798 -0.39517 6.25001
H -5.25950 0.77484 1.11697
H -0.65326 7.42914 -2.18148
H 3.84473 4.22842 -3.85984
H -1.31534 4.53675 1.78095
H 0.40874 -6.72040 -0.73545
```

orbital gap (spin up / spin down)	6.2 / 6.2	eV
molecular weight	1015.4	g/mol
electronic energy	-2374.611423	hartree
F_max	1.50	eV/A

Atom charges from the Mulliken analysis, given in e for atoms 1 to 4: atom 1 (Pt): 2.32, atom 2 (Sb): 0.50, atom 3 (Sb): -0.01, atom 4 (O): -0.21